{"formula": "C2H4F2NP", "method": "wB97M-V/def2-TZVPD", "symbols": ["C", "C", "N", "F", "F", "P", "H", "H", "H", "H"], "positions_angstrom": [[-0.284, 0.273, -0.065], [-0.969, 0.616, 1.237], [0.054, -0.818, -0.416], [-1.154, 2.060, 1.193], [2.538, -0.444, -3.490], [2.417, -1.954, -2.903], [-0.198, 1.121, -0.747], [-2.107, 0.377, 1.239], [-0.605, 0.458, 2.313], [2.488, -1.675, -1.554]], "mulliken_charge": [-0.01, -0.06, -0.40, -0.30, -0.24, 0.21, 0.37, 0.16, 0.23, 0.03], "multiplicity": 1, "relative_energy_kj_mol": 315.35, "lumo_energy_ev": [-0.920, -0.773], "total_charge": 0, "homo_lumo_gap_ev": [7.55, 9.47]}


{"formula": "C104H211N10O19", "method": "wB97M-V/def2-TZVPD", "symbols": ["C", "C", "C", "N", "C", "C", "C", "C", "C", "C", "H", "H", "H", "H", "H", "H", "H", "H", "H", "H", "H", "H", "H", "H", "H", "H", "H", "H", "H", "H", "C", "C", "C", "N", "C", "C", "C", "C", "C", "C", "H", "H", "H", "H", "H", "H", "H", "H", "H", "H", "H", "H", "H", "H", "H", "H", "H", "H", "H", "H", "C", "C", "C", "N", "C", "C", "C", "C", "C", "C", "H", "H", "H", "H", "H", "H", "H", "H", "H", "H", "H", "H", "H", "H", "H", "H", "H", "H", "H", "H", "C", "C", "C", "N", "C", "C", "C", "C", "C", "C", "H", "H", "H", "H", "H", "H", "H", "H", "H", "H", "H", "H", "H", "H", "H", "H", "H", "H", "H", "H", "C", "C", "C", "N", "C", "C", "C", "C", "C", "C", "H", "H", "H", "H", "H", "H", "H", "H", "H", "H", "H", "H", "H", "H", "H", "H", "H", "H", "H", "H", "C", "C", "C", "C", "C", "C", "N", "O", "C", "C", "C", "H", "H", "H", "H", "H", "H", "H", "H", "H", "H", "H", "H", "H", "H", "H", "H", "H", "H", "C", "C", "C", "C", "C", "C", "N", "O", "C", "C", "C", "H", "H", "H", "H", "H", "H", "H", "H", "H", "H", "H", "H", "H", "H", "H", "H", "H", "H", "C", "C", "C", "C", "C", "C", "N", "O", "C", "C", "C", "H", "H", "H", "H", "H", "H", "H", "H", "H", "H", "H", "H", "H", "H", "H", "H", "H", "H", "C", "C", "C", "C", "C", "C", "N", "O", "C", "C", "C", "H", "H", "H", "H", "H", "H", "H", "H", "H", "H", "H", "H", "H", "H", "H", "H", "H", "H", "C", "C", "C", "C", "C", "C", "N", "O", "C", "C", "C", "H", "H", "H", "H", "H", "H", "H", "H", "H", "H", "H", "H", "H", "H", "H", "H", "H", "H", "C", "C", "O", "O", "H", "H", "H", "C", "C", "O", "O", "H", "H", "H", "C", "C", "O", "O", "H", "H", "H", "C", "C", "O", "O", "H", "H", "H", "C", "C", "O", "O", "H", "H", "H", "C", "C", "O", "O", "H", "H", "H", "C", "C", "O", "O", "H", "H", "H"], "positions_angstrom": [[25.721, 22.059, 15.028], [24.669, 21.325, 14.178], [25.364, 20.503, 13.134], [24.603, 19.909, 12.004], [23.670, 21.023, 11.475], [22.860, 20.471, 10.255], [22.042, 19.217, 10.801], [22.956, 18.133, 11.346], [23.780, 18.703, 12.452], [25.644, 19.414, 11.010], [26.492, 21.399, 15.485], [25.122, 22.438, 15.857], [26.212, 22.845, 14.514], [24.094, 22.111, 13.639], [23.936, 20.733, 14.708], [25.820, 19.626, 13.682], [26.181, 21.026, 12.658], [22.886, 21.122, 12.326], [24.212, 22.003, 11.385], [22.176, 21.258, 9.889], [23.484, 20.192, 9.405], [21.340, 19.603, 11.566], [21.484, 18.762, 9.966], [22.309, 17.412, 11.823], [23.548, 17.645, 10.601], [23.179, 19.114, 13.252], [24.450, 18.003, 12.817], [26.038, 20.296, 10.515], [25.221, 18.783, 10.228], [26.443, 18.845, 11.502], [17.158, 20.892, 27.040], [16.824, 22.023, 26.116], [15.797, 22.944, 26.769], [15.680, 24.320, 26.044], [17.019, 24.994, 26.055], [17.012, 26.317, 25.267], [16.470, 26.242, 23.843], [15.136, 25.583, 23.827], [15.204, 24.167, 24.547], [14.627, 25.127, 26.740], [17.966, 20.237, 26.713], [16.272, 20.281, 27.171], [17.513, 21.305, 27.980], [16.499, 21.499, 25.188], [17.753, 22.601, 25.823], [16.186, 23.226, 27.747], [14.772, 22.544, 26.799], [17.816, 24.304, 25.671], [17.293, 25.082, 27.119], [18.012, 26.661, 25.345], [16.470, 27.055, 25.839], [17.226, 25.767, 23.195], [16.417, 27.254, 23.451], [14.878, 25.311, 22.806], [14.398, 26.254, 24.229], [15.976, 23.519, 24.028], [14.200, 23.719, 24.510], [14.853, 25.320, 27.776], [13.688, 24.562, 26.680], [14.455, 26.104, 26.313], [25.970, 19.042, 24.187], [25.641, 19.770, 25.483], [25.266, 18.732, 26.521], [25.419, 19.245, 27.976], [24.656, 20.519, 28.159], [24.366, 20.952, 29.637], [23.963, 19.896, 30.638], [24.719, 18.522, 30.377], [24.815, 18.133, 28.837], [26.858, 19.513, 28.399], [26.377, 19.709, 23.382], [25.099, 18.529, 23.739], [26.817, 18.376, 24.379], [24.784, 20.511, 25.442], [26.526, 20.377, 25.776], [25.844, 17.811, 26.444], [24.202, 18.515, 26.429], [23.724, 20.351, 27.575], [25.224, 21.256, 27.637], [23.589, 21.659, 29.561], [25.233, 21.518, 29.999], [22.884, 19.702, 30.514], [24.014, 20.273, 31.682], [24.328, 17.668, 30.945], [25.749, 18.586, 30.662], [23.869, 17.956, 28.370], [25.515, 17.294, 28.781], [26.889, 19.995, 29.360], [27.256, 20.259, 27.672], [27.468, 18.615, 28.532], [24.602, 10.718, 20.853], [24.396, 12.220, 20.553], [24.932, 12.728, 19.234], [23.961, 12.650, 18.101], [22.832, 13.641, 18.426], [21.811, 13.676, 17.383], [21.243, 12.309, 17.016], [22.355, 11.227, 16.786], [23.339, 11.258, 17.990], [24.626, 13.146, 16.880], [25.543, 10.257, 20.521], [23.802, 10.143, 20.323], [24.511, 10.427, 21.883], [24.977, 12.746, 21.316], [23.326, 12.431, 20.653], [25.882, 12.225, 19.045], [25.075, 13.791, 19.365], [22.343, 13.242, 19.319], [23.249, 14.663, 18.503], [21.067, 14.253, 17.888], [22.123, 14.171, 16.510], [20.588, 11.921, 17.834], [20.608, 12.548, 16.098], [21.907, 10.250, 16.689], [22.909, 11.275, 15.820], [22.744, 11.059, 18.938], [24.115, 10.541, 17.898], [24.776, 14.191, 17.064], [24.031, 12.972, 16.060], [25.538, 12.579, 16.762], [20.791, 17.260, 18.830], [19.882, 16.967, 20.004], [20.416, 17.543, 21.299], [19.928, 16.797, 22.498], [18.473, 16.427, 22.505], [17.564, 17.668, 22.620], [17.919, 18.396, 23.988], [19.410, 18.838, 23.920], [20.313, 17.635, 23.669], [20.692, 15.478, 22.539], [21.847, 17.021, 19.018], [20.810, 18.354, 18.640], [20.468, 16.868, 17.865], [19.825, 15.862, 20.161], [18.830, 17.270, 19.847], [20.239, 18.603, 21.528], [21.519, 17.475, 21.227], [18.328, 15.785, 21.639], [18.349, 15.779, 23.397], [17.609, 18.373, 21.743], [16.529, 17.409, 22.678], [17.179, 19.171, 24.173], [17.881, 17.646, 24.761], [19.668, 19.637, 23.160], [19.692, 19.215, 24.904], [21.440, 17.909, 23.500], [20.290, 17.005, 24.525], [20.386, 14.789, 21.793], [20.414, 15.113, 23.538], [21.781, 15.688, 22.430], [18.165, 14.525, 18.090], [16.880, 13.852, 17.519], [16.898, 12.349, 17.372], [15.531, 11.737, 16.989], [14.427, 12.099, 17.972], [14.239, 13.564, 18.183], [15.641, 14.216, 18.319], [15.842, 14.823, 19.360], [13.525, 13.831, 19.525], [13.457, 14.252, 17.050], [16.669, 14.666, 16.145], [18.988, 14.551, 17.378], [18.450, 14.089, 19.040], [17.972, 15.607, 18.290], [17.367, 11.756, 18.158], [17.404, 12.212, 16.411], [15.661, 10.681, 16.732], [15.259, 12.180, 15.916], [14.817, 11.780, 18.915], [13.510, 11.542, 17.930], [12.522, 13.370, 19.491], [13.522, 14.915, 19.706], [14.129, 13.320, 20.277], [12.437, 13.846, 17.198], [13.863, 13.994, 16.065], [13.435, 15.323, 17.229], [16.075, 14.099, 15.451], [17.635, 14.841, 15.741], [16.247, 15.564, 16.543], [23.084, 14.774, 24.418], [24.419, 14.244, 24.860], [24.824, 14.618, 26.288], [23.773, 14.089, 27.272], [23.701, 12.636, 27.184], [23.326, 12.084, 25.871], [24.298, 12.712, 24.766], [24.646, 12.105, 23.916], [21.860, 12.334, 25.511], [23.384, 10.516, 25.674], [25.468, 14.620, 23.807], [23.324, 15.806, 24.182], [22.389, 14.821, 25.246], [22.675, 14.231, 23.575], [24.694, 15.716, 26.348], [25.877, 14.340, 26.525], [22.819, 14.626, 27.292], [24.221, 14.417, 28.222], [22.950, 12.225, 27.903], [24.736, 12.189, 27.465], [21.334, 11.491, 26.021], [21.543, 12.331, 24.452], [21.409, 13.205, 26.033], [22.842, 10.233, 24.774], [22.752, 10.049, 26.492], [24.375, 10.110, 25.782], [26.446, 14.231, 24.168], [25.498, 15.671, 23.575], [25.249, 14.177, 22.863], [23.398, 23.632, 22.837], [21.920, 23.471, 22.523], [21.242, 24.435, 21.632], [21.729, 24.334, 20.179], [21.447, 22.958, 19.584], [22.157, 21.884, 20.292], [22.138, 22.078, 21.773], [22.124, 21.087, 22.495], [23.620, 21.783, 19.975], [21.468, 20.553, 19.929], [21.146, 23.370, 23.822], [23.734, 24.673, 22.715], [24.048, 23.159, 22.118], [23.674, 23.347, 23.822], [21.377, 25.436, 22.025], [20.169, 24.224, 21.663], [22.825, 24.425, 20.086], [21.126, 25.025, 19.579], [21.761, 22.958, 18.536], [20.380, 22.779, 19.653], [23.734, 21.267, 19.026], [24.177, 21.166, 20.741], [24.246, 22.688, 19.967], [20.447, 20.701, 20.203], [22.085, 19.745, 20.386], [21.565, 20.350, 18.829], [21.182, 24.393, 24.230], [21.674, 22.676, 24.466], [20.103, 23.078, 23.664], [10.406, 15.046, 22.859], [11.879, 15.351, 23.258], [12.304, 16.679, 22.774], [11.443, 17.706, 23.487], [11.741, 17.678, 24.960], [11.497, 16.383, 25.775], [11.694, 15.157, 24.841], [11.846, 14.137, 25.295], [9.991, 16.284, 26.276], [12.476, 16.163, 26.982], [12.822, 14.252, 22.799], [10.346, 15.312, 21.810], [9.604, 15.639, 23.365], [10.237, 13.964, 23.016], [11.957, 16.733, 21.756], [13.408, 16.808, 22.811], [10.412, 17.523, 23.189], [11.595, 18.731, 23.075], [11.273, 18.473, 25.500], [12.785, 17.963, 25.185], [9.300, 16.502, 25.437], [9.873, 17.158, 26.918], [9.855, 15.329, 26.789], [12.132, 15.248, 27.462], [12.311, 17.073, 27.557], [13.541, 16.167, 26.688], [13.630, 14.265, 23.565], [13.301, 14.573, 21.884], [12.267, 13.308, 22.781], [17.619, 22.395, 12.951], [17.342, 21.318, 13.981], [18.397, 20.236, 14.051], [18.502, 19.329, 15.315], [17.312, 19.579, 16.271], [17.141, 20.937, 16.728], [17.194, 21.882, 15.355], [16.981, 23.067, 15.421], [18.278, 21.300, 17.702], [15.814, 21.300, 17.330], [15.843, 20.796, 13.778], [18.436, 23.092, 13.234], [16.721, 23.016, 12.882], [17.920, 21.931, 12.011], [19.362, 20.806, 14.046], [18.316, 19.617, 13.160], [19.413, 19.567, 15.854], [18.524, 18.236, 15.141], [17.519, 19.113, 17.239], [16.379, 19.158, 15.939], [19.239, 21.231, 17.279], [17.977, 20.515, 18.479], [18.218, 22.282, 18.196], [15.940, 22.346, 17.642], [15.585, 20.678, 18.175], [14.983, 21.213, 16.647], [15.006, 21.383, 14.073], [15.783, 19.827, 14.216], [15.847, 20.724, 12.710], [25.438, 17.815, 20.495], [24.628, 16.595, 20.873], [24.827, 15.497, 20.266], [23.824, 16.745, 21.829], [26.477, 17.488, 20.405], [25.286, 18.608, 21.190], [25.079, 18.211, 19.541], [19.238, 11.934, 22.448], [20.474, 12.467, 21.768], [21.592, 12.285, 22.362], [20.327, 12.891, 20.567], [19.032, 10.879, 22.225], [18.331, 12.416, 22.084], [19.272, 12.015, 23.548], [13.892, 18.872, 19.220], [14.932, 17.869, 19.005], [14.580, 16.718, 18.529], [16.083, 18.242, 19.275], [13.965, 19.129, 20.269], [12.889, 18.538, 19.063], [14.062, 19.846, 18.741], [16.662, 21.524, 21.542], [18.037, 21.818, 22.203], [19.088, 21.531, 21.527], [17.977, 22.460, 23.259], [16.393, 20.468, 21.848], [16.711, 21.427, 20.473], [15.918, 22.192, 21.879], [22.673, 17.575, 15.920], [21.637, 18.155, 14.948], [21.779, 19.390, 14.762], [20.685, 17.443, 14.457], [22.701, 18.264, 16.764], [23.661, 17.585, 15.435], [22.599, 16.548, 16.312], [16.387, 14.111, 26.515], [15.924, 14.708, 25.205], [16.842, 15.167, 24.384], [14.677, 14.797, 25.119], [17.421, 14.303, 26.646], [16.158, 13.063, 26.728], [15.834, 14.648, 27.271], [20.461, 17.211, 27.927], [21.824, 17.550, 27.441], [22.000, 18.747, 27.075], [22.653, 16.626, 27.443], [20.491, 16.436, 28.710], [19.868, 16.812, 27.095], [19.869, 18.062, 28.294]], "mulliken_charge": [-1.52, 0.26, -0.79, 0.56, -0.41, -0.99, -0.09, -1.11, -0.25, -1.02, 0.33, 0.38, 0.41, 0.26, 0.00, 0.34, 0.49, 0.21, 0.41, 0.46, 0.36, -0.15, 0.40, 0.46, 0.51, -0.18, 0.57, 0.42, 0.40, 0.33, -1.62, 1.53, -0.98, 0.33, -0.08, -1.06, -0.23, -0.96, -0.27, -1.05, 0.28, 0.36, 0.50, -0.16, -0.38, 0.30, 0.40, -0.07, 0.42, 0.57, 0.37, -0.06, 0.47, 0.52, 0.37, 0.03, 0.40, 0.36, 0.35, 0.44, -1.41, 0.06, 0.11, 0.56, -0.36, -1.03, -0.56, -1.36, -0.11, -1.09, 0.43, 0.13, 0.47, -0.01, 0.30, 0.34, -0.21, 0.19, 0.55, 0.44, 0.42, 0.28, 0.40, 0.47, 0.50, -0.24, 0.52, 0.49, 0.37, 0.29, -1.79, 1.86, -0.71, 0.64, 1.21, 0.57, -0.30, -1.46, -0.26, -1.22, 0.34, 0.33, 0.30, -0.43, -0.63, 0.47, 0.61, -1.24, -0.08, -1.33, 0.75, 0.16, 0.45, 0.54, 0.37, 0.02, 0.62, 0.33, 0.56, 0.30, -0.11, 1.82, 0.26, 1.43, -1.32, 0.69, -0.71, 0.23, -0.34, -0.21, 0.05, -0.77, 0.63, -0.90, -0.51, 0.29, -0.63, 0.11, 0.98, -0.80, 0.65, 0.10, 0.38, -0.88, 0.68, -0.32, 0.37, -0.54, 0.85, -0.55, -1.40, 1.17, -0.78, -0.92, -1.20, 1.48, 1.16, -0.01, -2.30, -1.63, -2.37, 0.44, 0.34, -0.07, 0.46, 0.36, 0.52, 0.26, 0.46, 0.55, 0.45, 0.41, 0.66, 0.51, 0.40, 0.21, 0.48, 0.75, 0.49, -0.90, 1.74, 0.16, -0.15, -1.26, 1.55, 0.71, -0.35, -1.37, -1.66, -0.90, 0.91, 0.08, -0.22, -0.91, 0.44, 0.02, 0.55, 0.32, 0.24, 0.63, -0.04, 0.30, 0.34, 0.41, 0.46, 0.70, -0.12, -0.41, -1.73, 1.64, -0.82, -1.21, -0.83, 1.88, 1.38, -0.12, -1.95, -1.45, -1.46, 0.34, 0.39, 0.39, 0.58, -0.02, 0.33, 0.58, 0.62, 0.04, 0.53, 0.27, 0.40, 0.13, 0.16, 0.30, 0.42, 0.43, -0.12, -1.72, 1.36, -0.69, -1.15, -1.21, 0.97, 1.15, -0.39, -1.44, -1.52, -0.02, 0.42, 0.37, 0.44, 0.43, -0.03, 0.52, 0.43, 0.57, 0.46, 0.37, 0.43, 0.40, 0.48, 0.45, 0.21, -0.20, -0.48, 0.56, -1.76, 1.37, -1.30, 0.10, -1.64, 2.33, 1.09, -0.49, -2.04, -1.22, -1.57, 0.41, 0.44, 0.41, 0.17, 0.48, -0.48, 0.57, 0.34, 0.51, 0.73, 0.14, 0.57, 0.50, -0.63, 0.48, 0.29, 0.42, 0.51, -0.95, -0.06, -0.71, 0.22, 0.46, -0.21, 0.18, -1.55, 0.63, -0.52, -0.17, 0.45, 0.20, 0.21, -1.29, 0.16, -0.58, -0.27, 0.27, 0.40, 0.21, -0.52, -0.48, 0.00, -0.24, -0.02, -0.43, 0.51, -0.07, 1.07, -0.74, -0.84, -0.08, 0.22, -0.43, -1.12, 0.11, -0.31, -0.67, 0.27, 0.28, 0.33, -1.31, 1.03, -0.60, -0.74, 0.36, 0.00, 0.31], "multiplicity": 1, "lumo_energy_ev": -6.680, "total_charge": 3, "homo_lumo_gap_ev": 5.04}


{"formula": "C8H10O", "method": "wB97M-V/def2-TZVPD", "symbols": ["C", "C", "C", "C", "C", "C", "C", "C", "H", "H", "H", "H", "H", "H", "H", "H", "H", "H", "O"], "positions_angstrom": [[0.493, 2.026, -2.294], [1.435, 1.334, -1.289], [0.792, 0.369, -0.349], [1.523, -0.464, 0.535], [0.906, -1.370, 1.408], [-0.600, -1.426, 1.571], [-1.235, -0.703, 0.624], [-0.648, 0.211, -0.179], [-0.044, 2.771, -1.764], [1.121, 2.518, -2.699], [-0.064, 1.368, -2.846], [2.170, 1.178, -1.742], [2.003, 2.116, -0.575], [2.743, -0.111, 0.588], [1.484, -1.840, 1.905], [-0.842, -2.058, 2.221], [-2.962, -0.079, -0.139], [-1.258, 0.853, -0.960], [-2.544, -0.823, 0.732]], "mulliken_charge": [-2.11, -0.78, 0.27, -0.45, -0.68, -0.90, 1.19, -0.40, 0.40, 0.78, 0.48, 0.84, 0.30, 0.10, 0.69, 0.59, 0.38, -0.09, -0.61], "multiplicity": 1, "relative_energy_kj_mol": 657.35, "lumo_energy_ev": 0.603, "total_charge": 0, "homo_lumo_gap_ev": 9.03}